Density functional theory data (ωB97M-V/def2-TZVPD) for a molecular structure, C19H16CoI2N3O2 at a distorted geometry.

Geometry as ORCA input:
```
! RIJCOSX wB97M-V def2-TZVPD def2/J DEFGRID3
* xyz 1 4
I -2.91838 0.41393 1.94103
I -0.69718 -2.01631 -1.04316
Co -0.43213 0.01801 0.49378
O 4.72678 2.02408 1.05406
O -0.40594 1.88482 0.16336
N -0.19157 -0.41969 2.52869
N 1.22149 5.03601 0.05323
N 1.60476 -0.04533 0.06251
C -1.29838 0.22809 4.55016
C 1.36390 -2.37927 -0.60400
C -0.15132 -0.07477 5.27056
C -1.26070 0.03222 3.18574
C 2.93068 3.37816 0.08458
C 3.19272 -3.91005 -0.51619
C 0.96326 -0.56361 4.60386
C 1.94273 2.36525 0.07174
C -1.15755 4.56518 -0.00592
C 3.49224 -1.61602 0.14171
C 0.57389 2.73124 0.11118
C 0.90466 -0.72061 3.23275
C 2.34157 1.00193 -0.10978
C 4.00422 -2.88808 -0.04673
C 2.51735 4.68475 0.10393
C 1.85894 -3.65530 -0.79345
C 2.15571 -1.32445 -0.15342
C 4.40242 3.03950 0.10589
C 0.27438 4.13732 0.04588
H -1.64780 4.38065 0.95317
H 3.35728 0.86020 -0.47256
H -0.13411 0.06576 6.34295
H -1.21002 5.62654 -0.23066
H 4.72301 2.65889 -0.86682
H 1.21087 -4.44553 -1.14753
H 5.04309 -3.08069 0.18532
H 4.77455 2.41886 1.92985
H -2.18974 0.60625 5.02851
H 4.96991 3.95176 0.29801
H 3.22731 5.50297 0.14753
H 1.86986 -0.81544 5.13448
H 4.12242 -0.83416 0.54878
H -1.69929 3.99286 -0.76004
H 1.74532 -1.10471 2.66849
H 3.58508 -4.90768 -0.65749
*
```

For the calculated total energy, the calculation gives -3026.343208 hartree. Its HOMO energy (spin up / spin down) is -10.72 / -10.80 eV. The frontier orbital gap (spin up / spin down) is 7.5836 / 7.1642 eV.

Density functional theory data (ωB97M-V/def2-TZVPD) for a molecular structure, C19H16F10N4O2Pt at a distorted geometry.

Geometry as ORCA input:
```
! RIJCOSX wB97M-V def2-TZVPD def2/J DEFGRID3
* xyz 0 3
Pt 11.45038 7.51009 8.73296
F 13.68672 4.64039 4.74666
F 16.46479 5.13602 4.75306
F 12.19493 5.22781 6.80042
F 15.98145 7.15264 8.94095
F 11.89758 12.24306 9.22023
F 12.65126 13.62688 7.19816
F 11.31212 10.13967 4.25763
F 12.32228 12.71106 4.56629
F 17.45510 6.49528 6.97146
F 10.51022 8.75672 6.32642
O 8.41755 7.55474 8.19568
O 7.23371 9.45372 8.55941
N 11.36585 7.49296 11.02594
N 6.31051 5.99021 8.07321
N 13.13875 6.44585 9.10519
N 10.97915 9.48038 8.95444
C 11.29176 10.33015 7.90177
C 13.72813 7.04747 10.29834
C 16.18707 6.08184 6.90466
C 12.08466 12.43411 6.92359
C 11.48249 9.85554 10.26450
C 15.37320 6.41629 7.98100
C 14.31201 5.19446 5.79983
C 15.67434 5.43251 5.78070
C 11.78498 11.63647 8.02508
C 14.01353 6.14393 8.04919
C 13.51979 5.51128 6.90545
C 11.94017 11.99071 5.63718
C 6.00909 7.41222 8.21701
C 10.42035 6.53096 11.52122
C 11.06840 9.95031 6.57909
C 11.44690 10.68281 5.47471
C 7.27063 8.26779 8.32806
C 11.03421 8.89414 11.32680
C 12.74250 7.09398 11.44126
H 9.93587 8.93350 11.44511
H 8.16485 6.62836 8.01690
H 12.57165 9.94496 10.22212
H 11.09485 10.81856 10.62344
H 6.12691 5.41174 8.90366
H 5.44654 7.72847 7.32951
H 10.46268 6.50209 12.58562
H 5.38312 7.60527 9.10594
H 5.76098 5.55854 7.36141
H 12.74134 6.12028 11.97066
H 11.46014 9.22670 12.27004
H 9.39364 6.80535 11.27175
H 10.64834 5.51701 11.13789
H 14.60964 6.49298 10.65994
H 13.10394 7.81405 12.15884
H 14.07189 8.08449 10.09499
*
```

For the calculated total energy, the calculation gives -2220.935877 hartree. Its HOMO energy (spin up / spin down) is -7.26 / -7.67 eV. The frontier orbital gap (spin up / spin down) is 7.3633 / 6.7588 eV.

What is the formula in the first record? C19H16CoI2N3O2

Which value of calculated total energy does entry 1 give? -3026.343208 hartree